{
  "formula": "C55H55GeI2N6O4PW",
  "method": "ωB97M-V with the def2-TZVPD basis set",
  "gap_ev": 5.9,
  "homo_energy_ev": -6.8,
  "symbols": ["W", "O", "C", "C", "C", "C", "C", "C", "C", "O", "N", "N", "C", "C", "C", "C", "C", "C", "C", "O", "H", "H", "H", "H", "H", "H", "H", "H", "H", "H", "I", "C", "C", "C", "I", "C", "C", "C", "C", "N", "C", "C", "O", "H", "H", "H", "H", "C", "C", "C", "P", "C", "C", "C", "C", "C", "C", "H", "H", "H", "H", "H", "H", "H", "H", "H", "H", "H", "H", "H", "H", "H", "H", "H", "H", "H", "H", "H", "C", "Ge", "C", "C", "C", "C", "C", "C", "C", "C", "C", "C", "C", "C", "C", "C", "C", "C", "C", "C", "H", "H", "H", "H", "H", "H", "H", "H", "H", "H", "H", "H", "H", "H", "H", "N", "C", "C", "N", "C", "C", "N", "H", "H", "H", "H", "H"],
  "positions_angstrom": [[0.052186, 1.094190, -0.843234], [4.733886, -1.609810, -1.980134], [4.794886, -1.573010, -0.638734], [5.866586, -2.206010, -0.015134], [6.003886, -2.180810, 1.357266], [5.067486, -1.521510, 2.138566], [3.987786, -0.911310, 1.539466], [3.818486, -0.932910, 0.153666], [2.657386, -0.299910, -0.443034], [1.619086, 0.162290, 0.390866], [2.578886, -0.109510, -1.713934], [1.442586, 0.491090, -2.164834], [1.669286, 1.251190, -3.354234], [0.524586, 1.161390, -4.321234], [0.685086, 0.886690, -5.665134], [-0.373314, 1.064090, -6.538734], [-1.564614, 1.587890, -6.065534], [-1.732914, 1.868890, -4.722534], [-0.701814, 1.623590, -3.806434], [-0.860414, 1.770090, -2.484834], [3.949786, -1.096010, -2.267534], [6.582986, -2.717310, -0.637434], [6.852686, -2.663810, 1.817566], [5.175086, -1.491410, 3.211566], [3.262286, -0.401310, 2.153366], [2.640586, 0.996590, -3.805334], [1.647786, 0.550890, -6.022634], [-0.248714, 0.839390, -7.584934], [-2.380114, 1.784390, -6.747234], [-2.660014, 2.303390, -4.378134], [3.774286, 3.582290, -5.125334], [3.701686, 3.825790, -3.031734], [4.638386, 4.627690, -2.400834], [4.416086, 4.938490, -1.072834], [5.770686, 6.315190, -0.182634], [3.361486, 4.409790, -0.341534], [2.979686, 4.893790, 0.962566], [1.923286, 4.384890, 1.582666], [1.189286, 3.201690, 1.048566], [1.518386, 2.772790, -0.312834], [2.506086, 3.438190, -0.948934], [2.657586, 3.245790, -2.343534], [1.603086, 2.653990, -3.009734], [5.469186, 5.049290, -2.943234], [3.520586, 5.725090, 1.387766], [1.569086, 4.770090, 2.526366], [1.368886, 2.357090, 1.749466], [-5.239014, 1.588690, -1.376434], [-3.799314, 1.787790, -0.904234], [-3.228714, 3.070290, -1.499434], [-2.637814, 0.310590, -1.051734], [-2.811014, -0.440810, -2.772434], [-1.752314, -1.544410, -2.867434], [-4.135814, -0.866810, -3.403134], [-3.473714, -0.898910, 0.152866], [-4.187914, -0.261810, 1.346666], [-4.415914, -1.946610, -0.441434], [-5.893014, 2.267190, -0.832734], [-5.588814, 0.577590, -1.203734], [-5.330514, 1.822690, -2.433634], [-3.800414, 1.925990, 0.183866], [-3.317714, 3.084390, -2.583134], [-2.172614, 3.190090, -1.242034], [-3.778114, 3.924890, -1.107534], [-2.470714, 0.383390, -3.399734], [-2.008814, -2.403710, -2.248834], [-0.775814, -1.159510, -2.525134], [-1.654214, -1.880110, -3.899334], [-4.510514, -1.806210, -3.020734], [-3.959714, -0.990610, -4.472134], [-4.897614, -0.107810, -3.283934], [-2.609914, -1.446010, 0.546766], [-5.156814, 0.135790, 1.055366], [-3.617214, 0.538390, 1.809966], [-4.351214, -1.036110, 2.096466], [-5.291414, -1.508610, -0.915934], [-4.770614, -2.581710, 0.369866], [-3.898614, -2.586110, -1.150534], [0.413286, -0.634310, 0.069666], [0.342086, -1.964010, 1.512366], [1.880186, -3.238110, 1.533066], [2.429386, -3.617610, 2.750366], [3.472686, -4.521510, 2.810466], [3.984986, -5.056410, 1.641966], [3.454686, -4.678610, 0.421666], [2.408086, -3.776110, 0.368966], [-1.282114, -3.134410, 1.467666], [-1.380214, -4.154410, 0.529666], [-2.486914, -4.986010, 0.489566], [-3.528614, -4.798410, 1.381566], [-3.447014, -3.785310, 2.322766], [-2.329214, -2.971110, 2.367166], [0.472086, -1.121610, 3.325866], [1.081086, 0.113890, 3.491366], [1.253886, 0.678890, 4.740066], [0.825786, -0.002110, 5.864966], [0.229286, -1.242710, 5.724466], [0.049586, -1.793010, 4.467666], [2.047186, -3.185210, 3.663966], [3.887286, -4.808710, 3.766966], [4.795486, -5.768710, 1.685766], [3.858986, -5.089310, -0.491234], [2.009086, -3.468810, -0.590134], [-0.570314, -4.300010, -0.172234], [-2.537614, -5.790410, -0.231134], [-4.403014, -5.432510, 1.341566], [-4.257614, -3.634010, 3.022566], [-2.270014, -2.182210, 3.104166], [1.425986, 0.645790, 2.616466], [1.723786, 1.649190, 4.827966], [0.965286, 0.430190, 6.845666], [-0.092214, -1.789310, 6.600666], [-0.402614, -2.770010, 4.370466], [-1.776914, 1.279090, 4.221066], [-1.460914, 1.964590, 3.053066], [-1.247014, 1.375290, 1.844466], [-0.854814, 2.048190, 0.700466], [-0.357214, 3.402190, 0.984566], [-0.962514, 4.012690, 2.221166], [-1.435914, 3.336890, 3.185666], [-2.195314, 0.371690, 4.099766], [-2.247514, 1.861990, 4.895066], [-1.430014, 0.313290, 1.715766], [-0.554814, 4.064690, 0.118966], [-1.022914, 5.091290, 2.285166]],
  "forces_ev_per_angstrom": [[-0.016, -1.089, 0.989], [0.026, -0.179, -0.050], [-0.136, 0.162, 0.128], [-0.004, 0.064, -0.082], [-0.026, 0.100, -0.183], [-0.012, 0.102, 0.140], [0.154, 0.043, -0.072], [0.128, 0.089, 0.391], [0.221, 0.044, -1.166], [0.252, 0.167, -0.251], [-0.359, 0.015, 0.591], [0.739, 0.143, 0.166], [-0.120, 0.651, -0.502], [-0.017, 0.292, 0.448], [-0.076, -0.038, 0.216], [-0.006, 0.009, -0.141], [0.064, -0.039, -0.110], [0.131, 0.267, 0.529], [0.517, -0.383, -0.964], [-0.114, 0.140, 0.360], [0.054, 0.052, 0.022], [0.107, -0.031, -0.116], [0.060, -0.086, 0.040], [-0.007, 0.003, 0.108], [-0.094, -0.009, 0.029], [-0.283, 0.008, 0.158], [0.100, -0.011, -0.046], [-0.025, -0.018, -0.166], [-0.039, 0.006, -0.048], [-0.089, -0.042, 0.042], [0.089, 0.045, 0.364], [-0.141, -0.162, -0.423], [0.170, 0.172, -0.051], [0.302, 0.158, 0.038], [-0.247, -0.295, -0.226], [-0.149, -0.396, -0.261], [-0.237, 0.073, 0.399], [0.067, -0.137, -0.225], [-0.311, -0.164, -0.026], [-1.072, -0.412, 0.545], [0.361, 0.115, -0.969], [-0.222, -0.178, 0.022], [0.887, 0.133, -0.213], [0.015, 0.004, -0.034], [0.041, 0.045, 0.051], [0.068, 0.104, 0.178], [-0.275, 0.327, -0.165], [0.220, -0.169, 0.191], [0.748, 0.064, 0.074], [0.303, 0.098, 0.237], [-1.036, -0.673, -0.270], [0.382, 0.199, 0.376], [0.264, 0.390, 0.084], [0.119, 0.111, 0.181], [0.425, 0.084, -0.047], [0.241, 0.123, -0.089], [0.209, 0.017, -0.031], [-0.071, 0.113, 0.047], [-0.180, -0.112, -0.025], [-0.023, -0.057, -0.126], [-0.005, -0.033, -0.112], [0.039, 0.004, -0.030], [-0.352, 0.132, -0.112], [-0.124, 0.107, 0.010], [-0.061, -0.275, 0.279], [-0.011, -0.120, 0.069], [-0.241, -0.302, -0.234], [0.046, -0.032, -0.071], [-0.088, -0.151, 0.039], [0.013, -0.024, -0.081], [-0.198, 0.037, -0.034], [-0.220, 0.122, -0.123], [-0.139, 0.053, -0.002], [0.015, 0.098, 0.092], [-0.086, -0.032, 0.032], [-0.003, 0.054, -0.076], [0.001, -0.004, -0.002], [-0.081, -0.086, -0.087], [-0.896, 1.137, 0.102], [-0.125, -1.145, 0.864], [-0.537, 0.507, -0.234], [-0.267, 0.114, 0.185], [0.017, -0.159, 0.028], [0.024, -0.108, 0.085], [0.027, -0.145, -0.122], [-0.169, 0.005, -0.140], [0.483, 0.476, 0.015], [0.258, 0.085, -0.080], [-0.070, -0.160, -0.087], [0.011, -0.045, 0.039], [-0.076, -0.100, 0.137], [0.118, 0.097, 0.123], [-0.179, -0.032, -0.720], [0.185, 0.140, -0.288], [0.138, 0.015, 0.041], [0.093, 0.017, 0.091], [-0.031, -0.033, 0.275], [-0.085, -0.236, -0.231], [0.024, -0.005, 0.105], [0.023, 0.006, 0.058], [0.104, -0.041, -0.029], [0.056, -0.011, -0.118], [0.025, -0.015, -0.137], [0.060, -0.118, -0.105], [0.015, 0.000, -0.088], [-0.029, -0.063, 0.009], [-0.039, 0.020, 0.067], [-0.076, 0.076, 0.110], [-0.001, 0.046, 0.096], [0.017, 0.054, 0.032], [-0.021, 0.008, 0.069], [-0.037, -0.029, 0.036], [-0.073, -0.127, 0.086], [-0.025, 0.283, -0.324], [-0.118, -1.010, -0.923], [-0.719, -0.380, 1.016], [0.923, 0.566, -0.385], [0.164, 0.159, 0.005], [-0.093, -0.370, -0.236], [0.032, 0.905, 0.380], [0.046, -0.093, 0.046], [-0.056, -0.007, 0.010], [0.065, 0.183, 0.103], [0.138, -0.236, 0.415], [0.093, 0.169, -0.003]],
  "mulliken_charge": [1.179, -0.738, 0.454, -0.725, -0.624, -0.643, -0.002, 0.215, 0.586, 0.058, -1.513, 0.797, -1.475, -0.095, -0.513, -1.009, -0.826, -0.115, 0.259, -0.454, 0.430, 0.489, 0.407, 0.474, 0.311, 1.015, 0.531, 0.411, 0.479, 0.238, 0.022, -0.072, -0.478, 0.010, 0.018, 1.023, -1.212, -1.490, 1.703, 0.708, -0.534, -0.391, -0.069, 0.376, 0.196, 0.613, -1.041, -2.084, 0.711, -1.115, 1.547, 2.756, -1.115, -1.686, 1.966, -1.859, -2.159, 0.367, 0.377, 0.435, 0.269, 0.208, -0.068, 0.543, -1.696, 0.122, -0.036, 0.559, 0.376, 0.448, 0.293, -0.934, 0.440, 0.361, 0.396, 0.360, 0.485, 0.332, -0.414, 2.426, 0.035, -0.179, -0.847, -0.632, -0.865, 0.114, -0.629, -0.725, -0.901, -0.527, -0.827, 0.357, 0.594, 0.571, -0.754, -0.832, -0.833, -0.489, 0.199, 0.422, 0.399, 0.426, 0.322, 0.460, 0.426, 0.379, 0.434, 0.506, -0.873, 0.520, 0.417, 0.450, 0.475, -0.179, 0.398, -0.033, 0.818, 0.287, -1.076, -0.626, 0.187, 0.250, -0.078, 0.375, 0.493]
}